[1]
{
  "formula": "C18H22IN3O3PS2Sc",
  "method": "ωB97M-V/def2-TZVPD",
  "elements": ["Sc", "O", "C", "C", "C", "C", "C", "C", "C", "O", "N", "N", "C", "S", "C", "C", "S", "H", "H", "H", "H", "H", "H", "H", "H", "H", "C", "P", "C", "C", "O", "H", "H", "H", "H", "H", "H", "H", "H", "H", "I", "C", "C", "C", "C", "N", "C", "H", "H", "H", "H"],
  "xyz": [[-0.9529, 0.5783, 0.8429], [3.1879, 0.8987, -0.4490], [3.8168, 0.5750, 0.7130], [5.2102, 0.5562, 0.7649], [5.8729, 0.2533, 1.9355], [5.1553, -0.0392, 3.0927], [3.7815, -0.0272, 3.0463], [3.0793, 0.2709, 1.8654], [1.6170, 0.2378, 1.9192], [0.9460, 0.4130, 0.7753], [0.9943, 0.0519, 3.0389], [-0.3959, 0.0659, 2.8403], [-1.0736, -0.2644, 3.9020], [-0.3585, -0.6333, 5.4154], [-1.8922, -1.2747, 6.1526], [-3.0733, -0.5088, 5.5832], [-2.8132, -0.4013, 3.7873], [3.8615, 1.0293, -1.1291], [5.7687, 0.7864, -0.1351], [6.9543, 0.2435, 1.9451], [5.6680, -0.2786, 4.0128], [3.2157, -0.2662, 3.9353], [-1.8202, -1.1339, 7.2300], [-1.9631, -2.3398, 5.9370], [-3.1421, 0.4956, 5.9967], [-4.0101, -1.0374, 5.7489], [-2.1552, 4.5936, 2.2280], [-1.1145, 3.9384, 0.9333], [-1.2825, 4.9200, -0.5459], [0.5905, 3.9879, 1.4696], [-1.5378, 2.4753, 0.6260], [-1.8878, 5.6327, 2.4245], [-2.0139, 4.0135, 3.1404], [-3.2034, 4.5468, 1.9341], [-1.0147, 5.9569, -0.3364], [-2.3081, 4.8913, -0.9131], [-0.6161, 4.5381, -1.3198], [0.8735, 5.0163, 1.6997], [1.2472, 3.6083, 0.6839], [0.7345, 3.3821, 2.3673], [-5.2026, -3.7813, 0.3697], [-4.0663, -2.3255, -0.5489], [-4.2259, -2.0088, -1.8951], [-3.4336, -1.0275, -2.4692], [-2.5005, -0.3817, -1.6820], [-2.3461, -0.6719, -0.3797], [-3.1091, -1.6292, 0.1726], [-4.9644, -2.5297, -2.4902], [-3.5326, -0.7719, -3.5138], [-1.8557, 0.3861, -2.0960], [-2.9463, -1.8444, 1.2234]],
  "atomic_forces_ev_per_a": [[-0.19, 0.22, -0.28], [0.05, 0.02, -0.03], [0.05, 0.00, -0.03], [-0.07, 0.01, -0.01], [-0.01, -0.01, -0.01], [-0.01, 0.02, -0.04], [0.04, -0.04, 0.01], [0.07, -0.06, 0.30], [0.35, 0.11, -0.37], [-0.49, 0.00, 0.20], [0.03, 0.09, -0.06], [-0.12, -0.08, 0.21], [-0.25, -0.13, -0.13], [0.10, -0.02, 0.02], [-0.08, 0.06, -0.02], [0.07, -0.01, 0.09], [0.13, 0.04, 0.01], [-0.06, -0.01, 0.04], [0.02, 0.00, 0.00], [0.01, 0.00, 0.01], [0.01, 0.00, 0.00], [-0.05, 0.01, -0.02], [0.00, 0.00, 0.00], [0.03, 0.01, -0.01], [-0.01, 0.01, -0.05], [-0.01, 0.01, -0.02], [0.05, 0.02, -0.04], [-0.03, 0.00, -0.05], [0.01, 0.07, 0.01], [0.04, 0.00, 0.02], [0.28, -0.26, 0.18], [0.00, 0.01, 0.01], [0.02, -0.01, -0.01], [0.01, -0.01, -0.06], [0.01, -0.01, 0.02], [-0.02, -0.04, 0.06], [0.01, -0.02, 0.03], [0.00, 0.01, -0.01], [-0.05, 0.00, -0.02], [-0.08, 0.00, -0.01], [-0.06, -0.09, 0.06], [0.20, 0.21, -0.06], [-0.08, -0.08, 0.03], [0.13, 0.04, 0.09], [-0.08, -0.03, -0.08], [0.16, 0.03, 0.08], [-0.08, -0.09, -0.03], [0.00, 0.00, -0.01], [0.00, 0.01, -0.01], [-0.03, 0.00, -0.01], [-0.01, -0.01, -0.01]],
  "mulliken_charge": [1.34, -0.44, 1.10, -0.96, -0.52, -0.85, -0.42, 0.18, 0.82, -0.71, -0.67, 0.28, 0.19, 0.06, -0.64, -0.57, -0.17, 0.32, 0.34, 0.41, 0.42, 0.48, 0.41, 0.35, 0.32, 0.43, -1.14, 1.12, -1.18, -1.09, -0.67, 0.40, 0.33, 0.37, 0.40, 0.36, 0.35, 0.46, 0.31, 0.28, 0.22, -0.66, -0.02, -0.91, -0.09, -0.21, 0.09, 0.43, 0.41, 0.52, 0.43],
  "largest_force_ev_per_a": 0.53,
  "relative_energy_kcal_mol": 0.0,
  "total_charge": 2,
  "e_homo_ev": -13.1,
  "lumo_ev": -5.77
}

=====

[2]
{
  "formula": "C8H16Cl2ORh",
  "method": "ωB97M-V/def2-TZVPD",
  "elements": ["Rh", "Cl", "Cl", "C", "H", "H", "C", "C", "H", "C", "H", "C", "H", "H", "C", "H", "H", "C", "H", "H", "H", "H", "C", "O", "H", "H", "H", "H"],
  "xyz": [[0.4546, 0.1568, 1.0009], [-0.1951, -2.0480, 0.5799], [0.8796, 2.0849, 2.2448], [2.2308, 0.0697, 0.6029], [2.8841, 0.9562, 0.6304], [2.6619, -0.7967, 0.0665], [-0.5138, 1.3557, -0.3838], [0.6203, 0.7132, -0.8121], [-0.4323, 2.3695, 0.0032], [0.6434, -0.3874, -1.8762], [1.5372, 1.4131, -0.8616], [-0.6011, -0.3510, -2.7552], [1.5471, -0.2218, -2.4648], [0.7394, -1.3740, -1.4007], [-1.8830, -0.2078, -1.9181], [-0.5377, 0.5130, -3.4310], [-0.6665, -1.2428, -3.3866], [-1.8724, 1.0507, -1.0281], [-2.7575, -0.1809, -2.5833], [-1.9751, -1.0848, -1.2715], [-2.2403, 1.9163, -1.6370], [-2.6056, 0.9446, -0.2102], [0.5332, -1.2852, 3.5601], [-0.3201, -0.3550, 2.8792], [0.6038, -2.1633, 2.9104], [0.0092, -1.5287, 4.4915], [1.5252, -0.8476, 3.7436], [-0.2693, 0.5314, 3.3069]],
  "atomic_forces_ev_per_a": [[-4.31, -1.27, 3.04], [-0.95, -2.07, -0.20], [0.18, 2.34, 1.51], [6.74, -1.15, -0.91], [-0.21, -0.48, 0.13], [-0.04, 0.32, 0.31], [-3.13, 1.67, -1.65], [3.57, 2.25, -4.52], [0.04, -0.15, -0.16], [0.16, 0.10, -0.03], [-1.54, -1.02, -0.54], [-0.30, 0.40, 0.03], [-0.03, -0.10, -0.22], [-0.02, 0.45, -0.33], [0.12, -0.05, 0.22], [0.00, -0.02, -0.03], [0.04, 0.00, 0.05], [-0.25, 0.01, 0.37], [0.09, -0.02, 0.14], [0.00, 0.00, -0.10], [0.51, -0.34, 0.38], [-0.08, -0.07, -0.39], [-0.48, 0.09, 0.44], [-0.55, -0.23, 2.23], [0.04, 0.26, 0.28], [0.45, -0.26, 0.11], [-0.25, -0.12, -0.04], [0.20, -0.55, -0.14]],
  "lowdin_spin": [1.96, 0.23, 0.23, 0.91, 0.08, 0.09, 0.23, 0.05, 0.01, 0.01, 0.02, 0.00, 0.00, 0.00, 0.00, 0.00, 0.00, 0.05, 0.00, 0.00, 0.02, 0.01, 0.02, 0.07, 0.00, 0.00, 0.01, 0.00],
  "largest_force_ev_per_a": 6.90,
  "relative_energy_kcal_mol": 20.4,
  "total_charge": -1,
  "e_homo_ev": [-2.0, -4.7],
  "lumo_ev": [3.60, 2.72],
  "spin_multiplicity": 5
}

=====

[3]
{
  "formula": "C3H3N3",
  "method": "ωB97M-V/def2-TZVPD",
  "elements": ["C", "C", "N", "N", "N", "C", "H", "H", "H"],
  "xyz": [[-0.0044, 0.8100, 0.1430], [1.1556, 0.1763, 0.0454], [1.1803, -1.2374, 0.1695], [0.3490, -2.0449, 0.3078], [-1.5652, -1.1081, 0.1110], [-1.2952, 0.1088, -0.0735], [-0.0438, 1.8942, 0.1234], [2.1316, 0.5904, -0.1584], [-1.9081, 0.8108, -0.6682]],
  "atomic_forces_ev_per_a": [[0.48, -0.11, -0.41], [-0.02, 0.36, 0.10], [-0.26, -1.14, -0.17], [-1.33, 1.86, 0.06], [1.60, -0.03, -0.23], [0.24, -0.47, -0.22], [0.11, -0.17, -0.02], [-0.08, 0.07, 0.35], [-0.74, -0.36, 0.54]],
  "mulliken_charge": [-0.30, -0.23, 0.15, -0.24, -0.56, 0.17, 0.31, 0.40, 0.29],
  "largest_force_ev_per_a": 2.28,
  "relative_energy_kcal_mol": 98.3,
  "e_homo_ev": [-8.2, -8.1],
  "lumo_ev": [-0.56, -0.56]
}

=====

[4]
{
  "formula": "CH3IN4",
  "method": "ωB97M-V/def2-TZVPD",
  "elements": ["C", "N", "N", "N", "N", "I", "H", "H", "H"],
  "xyz": [[-2.7647, 0.1790, -0.2389], [-1.6804, 0.3130, 0.3902], [-0.6132, -0.4519, 0.1759], [1.0351, 1.1448, 0.5214], [0.5720, -0.0346, 0.4147], [-4.4549, 1.1918, 0.4672], [-2.9290, -0.3965, -1.1437], [2.0463, 1.1623, 0.6330], [1.1996, -0.8602, 0.4189]],
  "atomic_forces_ev_per_a": [[0.63, 0.13, 0.05], [-0.05, 1.55, 0.91], [-0.14, -2.10, -0.77], [-0.89, 0.65, 0.03], [0.69, 0.17, -0.17], [0.16, -0.08, -0.13], [0.07, -0.21, 0.01], [-0.13, -0.65, 0.08], [-0.34, 0.55, -0.02]],
  "mulliken_charge": [-0.27, -0.10, -0.53, -0.70, 0.61, 0.04, 0.46, 0.23, 0.26],
  "largest_force_ev_per_a": 2.24,
  "relative_energy_kcal_mol": 64.6,
  "e_homo_ev": [-8.4, -8.4],
  "lumo_ev": [0.06, 0.06]
}